*P*
The following is a quantum chemistry calculation of a molecular structure, C4H9N3O, from the OMol25 dataset.

- Spin multiplicity: 1
- Kohn-Sham gap: 7.977 eV
- M: 115.14 g mol⁻¹

```
17
Properties=species:S:1:pos:R:3:lowdin_charge:R:1
C 1.5250 -0.4570 -0.4908 0.0159
C 0.4491 1.3230 1.3135 -0.0520
C 0.4048 -1.3552 -0.3969 -0.3754
C 0.1257 0.8192 -0.0813 -0.5362
N -1.9301 -0.9247 -0.3050 0.1052
O 0.2993 -2.6638 -0.5496 0.1437
N -0.5899 -0.5753 -0.0537 -0.0632
N -0.3894 1.5665 -1.0219 0.0360
H -0.6426 -2.9017 -0.4534 0.1222
H -2.1999 -0.4154 -1.1484 0.0928
H -2.4864 -0.5359 0.4519 0.0950
H -0.3441 2.5526 -0.7865 0.0152
H 2.4252 -0.7431 0.0516 0.0812
H 1.7388 -0.0892 -1.4873 0.0947
H -0.4178 1.8367 1.7363 0.0722
H 0.7662 0.5208 1.9816 0.0725
H 1.2662 2.0424 1.2400 0.0802
```

***

*Q*
The following is a quantum chemistry calculation of C4H9N3O in the gas phase, from the OMol25 dataset.

- Spin multiplicity: 1
- Kohn-Sham gap: 9.740 eV
- SMILES: [H]/N=C(\C(C)=O)N(C)N
- M: 115.14 g mol⁻¹

```
17
Properties=species:S:1:pos:R:3:lowdin_charge:R:1
H -0.5677 2.5424 0.7056 0.0559
N 0.2166 1.9028 0.6347 0.1417
C -0.0696 0.7974 0.0718 -0.3884
C -1.4559 0.4391 -0.4249 -0.4078
C -2.2247 -0.4415 0.5234 -0.0090
O -1.9122 0.9009 -1.4405 0.1036
N 0.8599 -0.1794 -0.0703 -0.2097
C 2.2576 0.0885 0.1765 -0.0476
N 0.5074 -1.2772 -0.8690 0.0751
H -1.7373 -1.4129 0.5633 0.0761
H -3.2511 -0.5564 0.1850 0.0848
H -2.2041 -0.0106 1.5225 0.0880
H 2.6987 -0.7357 0.7413 0.0832
H 2.8088 0.2194 -0.7607 0.0878
H 2.3074 1.0061 0.7560 0.0682
H 0.9282 -2.1208 -0.4858 0.0963
H 0.8381 -1.1621 -1.8287 0.1021
```

***

*R*
The following is a quantum chemistry calculation of a molecular structure, C4H9N3O, from the OMol25 dataset.

- Spin multiplicity: 1
- Kohn-Sham gap: 9.240 eV
- M: 115.14 g mol⁻¹

```
17
Properties=species:S:1:pos:R:3:lowdin_charge:R:1
C 0.0287 -0.5826 1.6021 -0.1235
C -1.1331 0.6749 -1.8106 -0.0573
N -0.2665 0.0876 -0.7756 -0.2745
C -0.9472 -0.2748 0.4949 -0.4263
N 0.5596 -0.9383 -1.3625 0.0718
C 0.9772 0.5717 1.4828 -0.2791
N 2.1899 0.5018 1.8959 0.0542
O -2.1373 -0.0669 0.6508 0.0995
H 1.4215 -0.9856 -0.8146 0.0814
H 0.0925 -1.8398 -1.2631 0.0912
H 2.6277 1.4305 1.8751 0.0419
H -0.5067 -0.5188 2.5539 0.1263
H 0.5119 -1.5600 1.4592 0.1231
H 0.6540 1.1094 0.2082 0.2153
H -0.5476 0.8956 -2.7043 0.0847
H -1.6322 1.5508 -1.3955 0.0880
H -1.8922 -0.0556 -2.0968 0.0831
```

***

*S*
The following is a quantum chemistry calculation of C4H9N3O in the gas phase, from the OMol25 dataset.

- Spin multiplicity: 1
- Kohn-Sham gap: 9.681 eV
- SMILES: NC(=O)N1CCCN1
- M: 115.14 g mol⁻¹

```
17
Properties=species:S:1:pos:R:3:lowdin_charge:R:1
N -2.0816 0.1729 0.6210 0.0892
C -0.7816 0.7715 0.5051 -0.6387
O -0.7575 1.9394 0.4628 0.0909
N 0.3665 -0.0712 0.6341 -0.2213
C 0.1385 -1.5195 0.2771 -0.0790
C 0.7686 -1.4417 -1.2450 -0.1300
C 1.0865 0.0899 -1.3348 -0.1241
N 1.4917 0.2192 0.1291 -0.0784
H -2.7179 0.9637 0.6605 0.0810
H -2.1649 -0.4494 1.5856 0.1773
H 0.4662 -2.3705 0.7692 0.0842
H -0.8831 -1.4994 0.0100 0.0596
H 0.2066 -2.0203 -1.9663 0.0834
H 1.8508 -1.9599 -1.1551 0.1334
H 1.9435 0.1231 -1.9784 0.0901
H 0.0250 0.7927 -1.1448 0.1743
H 1.6256 1.2572 0.6129 0.2083
```

***

Going by the energies, *Q* is most stable and the next is 2.267 eV up.

***

*P*
The following is a quantum chemistry calculation of C4H9N3O in the gas phase, from the OMol25 dataset.

- Spin multiplicity: 1
- Kohn-Sham gap (spin up / spin down): 8.499 / 8.499 eV
- M: 115.14 g mol⁻¹

```
17
Properties=species:S:1:pos:R:3:lowdin_charge:R:1
C 1.6046 -1.1090 0.4129 -0.1537
C 0.8133 1.9006 0.7765 -0.0742
N 0.3050 -1.1374 -0.1835 -0.0812
C -1.8394 -0.4639 -0.5789 -0.5295
N -1.7251 -1.3074 -1.6169 0.1741
C -0.3874 1.1281 0.3533 -0.0894
N -0.4906 -0.1072 -0.0746 -0.1185
O -2.8245 -0.0201 -0.1004 0.1170
H -0.8039 -1.7579 -1.6717 0.0961
H -2.5464 -1.7867 -1.9482 0.1166
H -1.3131 1.6840 0.2969 0.1149
H 1.5591 -0.9767 1.4933 0.0750
H 2.0595 -2.0777 0.1985 0.0719
H 2.2557 -0.3365 -0.0084 0.0678
H 1.2296 2.4534 -0.0809 0.0861
H 1.5999 1.2792 1.2004 0.0481
H 0.5035 2.6352 1.5317 0.0790
```

***

*Q*
The following is a quantum chemistry calculation of C4H9N3O in the gas phase, from the OMol25 dataset.

- Spin multiplicity: 1
- Kohn-Sham gap: 9.045 eV
- SMILES: [H]/N=C(CCOC)\N=N\[H]
- M: 115.14 g mol⁻¹

```
17
Properties=species:S:1:pos:R:3:lowdin_charge:R:1
H 0.2948 -2.6047 -1.2648 0.0357
N 0.0406 -1.6494 -1.5022 0.1085
C 0.4367 -0.7996 -0.6202 -0.4791
C 1.1801 0.6228 -1.0497 -0.0875
C 0.3389 1.5476 -0.2554 -0.0563
O -0.9525 0.5555 -0.2978 -0.2557
C -1.9537 0.2833 0.6724 -0.1000
N 1.1390 -1.3211 0.4959 0.0013
N 0.8186 -1.0723 1.6606 0.1002
H 1.4832 -1.5411 2.2911 0.0673
H 2.2308 0.6033 -0.7616 0.1052
H 1.0121 0.7164 -2.1222 0.1102
H 0.0181 2.4468 -0.7680 0.1099
H 0.5941 1.6223 0.7996 0.1081
H -1.6058 -0.3640 1.4808 0.0598
H -2.7377 -0.2649 0.1561 0.0875
H -2.3371 1.2191 1.0854 0.0849
```

***

Going by the energies, *P* is most stable and the next is 2.797 eV up.

***

*P*
The following is a quantum chemistry calculation of C6H10O4 in the gas phase, from the OMol25 dataset.

- Spin multiplicity: 1
- Kohn-Sham gap: 9.394 eV
- SMILES: O[C@H]1[C@H](O)[C@@H](O)C=C[C@H]1O
- M: 146.14 g mol⁻¹

```
20
Properties=species:S:1:pos:R:3:lowdin_charge:R:1
O 0.6992 -1.0301 -1.3659 0.0081
C 0.5952 0.2990 -0.9681 -0.3072
C -0.8498 0.6854 -0.8154 -0.2756
O -0.7830 2.0045 -0.3437 0.0435
C -1.5541 -0.2327 0.2793 -0.3092
O -1.6449 -1.6279 -0.0130 -0.0190
C -0.7944 0.0059 1.5365 -0.0392
C 0.5402 -0.0198 1.5166 0.0015
C 1.4089 0.4419 0.3439 -0.3091
O 2.6083 -0.3140 0.2424 -0.0361
H -0.0900 -1.3746 -0.9490 0.0557
H 1.1268 0.9720 -1.6982 0.1756
H -1.3767 0.4645 -1.7532 0.1614
H -1.6419 2.3283 -0.3160 0.0720
H -2.5718 0.1012 0.4294 0.1389
H -2.4614 -1.8091 -0.5220 0.1252
H -1.3805 0.1137 2.4479 0.1112
H 1.2565 -0.3730 2.3672 0.1507
H 1.7302 1.4339 0.5608 0.1444
H 2.2959 -1.1955 -0.0821 0.1072
```

***

*Q*
The following is a quantum chemistry calculation of 2 unconnected molecules or ions with the total composition C6H10O4, from the OMol25 dataset.

- Spin multiplicity: 1
- Kohn-Sham gap: 9.961 eV
- M: 146.14 g mol⁻¹

```
20
Properties=species:S:1:pos:R:3:lowdin_charge:R:1
C 0.0350 1.1601 0.8328 -0.2545
C -0.7648 0.1256 1.5239 -0.0493
C -0.8811 -1.0499 0.9188 0.0265
C -0.2507 -1.3960 -0.5470 -0.3696
C 0.7989 -0.4665 -0.7908 -0.3725
C 0.2154 0.9005 -0.7299 -0.2769
H 0.9560 1.7281 2.5224 0.0212
H -0.5403 1.9687 1.0044 0.1048
H -1.2634 0.4588 2.5005 0.1483
H -1.6034 -1.7430 1.2150 0.0822
H -0.0155 -2.5582 -0.7497 0.1905
H -0.6700 -0.9000 -2.4611 0.3145
H 1.2562 -0.7990 -1.8237 0.1870
H 1.9253 -0.1161 0.8659 0.1054
H 0.9315 1.6196 -1.0354 0.1521
H -1.8999 0.4667 -1.0245 0.2436
O 1.1862 1.4365 1.7200 -0.0025
O -1.3957 -1.3889 -1.4157 -0.1562
O 1.9800 -0.6789 0.0280 -0.0094
O -1.0198 1.1602 -1.3648 -0.0852
```

***

Going by the energies, *P* is most stable and the next is 3.909 eV up.

***

*P*
The following is a quantum chemistry calculation of C4H4ClF3 in the gas phase, from the OMol25 dataset.

- Spin multiplicity: 1
- Kohn-Sham gap: 11.712 eV
- SMILES: F[C@@H]1[C@@H](F)[C@@H](Cl)[C@H]1F
- M: 144.52 g mol⁻¹

```
12
Properties=species:S:1:pos:R:3:lowdin_charge:R:1
F 0.8765 0.0145 -1.9796 -0.0080
C -0.1249 0.2345 -0.9877 -0.2404
C 0.6761 0.8543 0.0544 -0.2609
F 0.1894 2.1242 0.1628 0.0012
C -0.0948 -0.1265 1.0905 -0.5046
Cl -1.3573 0.6446 2.0846 0.6382
C -0.3354 -0.9681 -0.2244 -0.2621
F -1.4843 -1.7535 -0.3975 0.0155
H -1.1139 0.6060 -1.0925 0.1786
H 1.8057 0.6155 -0.1549 0.2084
H 0.5423 -0.7173 1.8763 0.1280
H 0.4205 -1.5281 -0.4319 0.1063
```

***

*Q*
The following is a quantum chemistry calculation of 2 unconnected molecules or ions with the total composition C4H4ClF3, from the OMol25 dataset.

- Spin multiplicity: 1
- Kohn-Sham gap: 10.361 eV
- M: 144.52 g mol⁻¹

```
12
Properties=species:S:1:pos:R:3:lowdin_charge:R:1
C -2.2188 0.1041 -0.1720 -0.0682
C -1.2291 -0.0125 0.6627 0.0509
C 0.6410 -0.4805 -0.4709 -0.1618
C 1.7661 0.1893 0.0997 -0.9450
F 0.8152 -1.7975 -0.2748 0.0229
F 1.8624 -0.0347 1.4541 0.0345
F 2.9224 -0.1676 -0.3508 0.1033
Cl 1.7233 1.9965 -0.0956 0.6855
H -3.1029 0.4884 0.2115 0.0297
H -2.2068 0.0264 -1.2703 0.0688
H -1.2900 0.1156 1.7045 0.0497
H 0.3172 -0.4275 -1.4981 0.1295
```

***

Going by the energies, *P* is most stable and the next is 0.846 eV up.

***

*P*
The following is a quantum chemistry calculation of 2 unconnected molecules or ions with the total composition C4H11N2O, from the OMol25 dataset.

- Spin multiplicity: 2
- Kohn-Sham gap (spin up / spin down): 5.608 / 5.606 eV
- M: 103.14 g mol⁻¹
- Net charge: -2
- <S²>: 0.75

```
18
Properties=species:S:1:pos:R:3:lowdin_charge:R:1
C -0.1545 -0.2311 0.5293 -0.2879
C -0.0981 -1.3188 -0.5440 -0.2689
C 1.1859 -1.0763 -1.3582 -0.5750
N 2.2725 -0.7752 -0.5526 -0.2006
N -1.3890 0.5045 1.0469 -0.0904
C -1.3019 1.9323 1.2152 -0.6274
O -1.5344 2.6579 0.0682 -0.4199
H 0.6220 0.4977 0.0637 -0.0518
H 0.3497 -0.7161 1.3870 0.0916
H -0.2514 -2.2904 -0.0637 0.0665
H -0.8725 -1.2651 -1.3508 0.0797
H 0.9500 -0.2630 -2.0443 0.0621
H 1.2974 -2.0136 -1.9405 0.0462
H 2.6135 -1.6326 -0.1515 -0.1123
H 0.9350 1.3236 -0.2327 0.1214
H -2.0733 0.4981 0.2853 0.0650
H -0.3912 2.1323 1.6855 0.0446
H -2.1596 2.0357 1.9571 0.0570
```

***

*Q*
The following is a quantum chemistry calculation of a gas-phase ion, C4H11N2O (charge -2), from the OMol25 dataset.

- Spin multiplicity: 2
- Kohn-Sham gap (spin up / spin down): 2.950 / 6.922 eV
- M: 103.14 g mol⁻¹
- Net charge: -2
- <S²>: 0.75

```
18
Properties=species:S:1:pos:R:3:lowdin_charge:R:1
C -0.9547 -0.6769 -0.4723 -0.3498
N -1.8723 -1.5499 0.2512 -0.0554
C 0.0056 0.2352 0.3315 -0.4631
C -0.6760 1.3412 1.1676 -0.4598
N 1.0451 0.8123 -0.5275 -0.0565
C 2.2338 -0.1613 -0.8817 -0.5620
O 2.1871 -1.4272 -0.4963 -0.3442
H -0.2020 -1.3018 -0.9698 0.0844
H -1.5114 -0.1274 -1.2306 0.0706
H -2.6572 -1.0354 0.6317 -0.0534
H -1.4238 -2.0730 0.9923 0.0258
H 0.5067 -0.4155 1.0595 0.1164
H -1.2819 0.9907 2.0088 -0.0590
H 0.1415 2.0160 1.4339 0.0029
H -1.4100 1.8870 0.5695 -0.0449
H 0.5413 1.0654 -1.3734 0.0502
H 3.0496 0.4721 -0.4926 0.0448
H 2.2785 -0.0515 -2.0019 0.0530
```

***

Going by the energies, *Q* is most stable and the next is 4.085 eV up.

***

*P*
The following is a quantum chemistry calculation of a gas-phase ion, C4H11N2O (charge -2), from the OMol25 dataset.

- Spin multiplicity: 2
- Kohn-Sham gap (spin up / spin down): 2.660 / 6.798 eV
- M: 103.14 g mol⁻¹
- Net charge: -2
- <S²>: 0.75

```
18
Properties=species:S:1:pos:R:3:lowdin_charge:R:1
C 0.0579 1.1106 0.8188 -0.5012
C -0.7395 -0.1153 1.2836 -0.2393
C -1.8878 -0.5105 0.3430 -0.5506
O -1.5161 -0.9628 -0.8772 -0.3867
N 0.5818 0.9183 -0.4927 -0.0921
C 1.7401 0.1794 -0.8255 -0.5875
N 1.4294 -1.2146 -1.2627 -0.0235
H 0.9178 1.2429 1.4802 -0.0008
H -0.5608 2.0083 0.7865 0.0319
H -1.2973 0.2109 2.1858 0.0645
H -0.0865 -0.9610 1.5624 0.0928
H -2.5810 0.3787 0.3182 0.0653
H -2.5487 -1.2583 0.8240 0.0520
H -0.1116 0.7338 -1.1668 0.0637
H 2.4619 0.1818 -0.0031 0.0116
H 2.2494 0.6366 -1.6899 0.0008
H 0.4509 -1.3747 -1.0176 0.0040
H 1.4401 -1.2040 -2.2669 -0.0049
```

***

*Q*
The following is a quantum chemistry calculation of a gas-phase ion, C4H11N2O (charge -2), from the OMol25 dataset.

- Spin multiplicity: 2
- Kohn-Sham gap (spin up / spin down): 2.689 / 7.090 eV
- M: 103.14 g mol⁻¹
- Net charge: -2
- <S²>: 0.75

```
18
Properties=species:S:1:pos:R:3:lowdin_charge:R:1
C -1.2980 0.0058 0.1457 -0.2943
N -1.0443 0.9381 -0.9426 -0.0913
C -0.6033 2.3895 -0.4261 -0.5729
O -0.9766 2.7356 0.7679 -0.3289
C -0.3242 -1.1781 0.2362 -0.3244
N 0.9927 -0.8656 -0.3080 -0.1190
C 2.0617 -1.6756 0.2974 -0.6297
H -1.2784 0.6581 1.0382 0.0835
H -2.3345 -0.3123 0.1657 0.0800
H -1.9040 1.0782 -1.4488 0.0359
H 0.4870 2.3097 -0.6363 0.0580
H -1.0378 3.0127 -1.2577 0.0557
H -0.2992 -1.4382 1.3078 0.0690
H -0.7136 -2.0723 -0.2424 0.0653
H 1.1277 0.0843 -0.0374 0.0573
H 1.6767 -2.4100 0.9834 -0.0489
H 2.6572 -2.1797 -0.4806 -0.0556
H 2.8109 -1.0802 0.8375 -0.0397
```

***

Going by the energies, *P* is most stable and the next is 0.231 eV up.